{"formula": "C34H41IrN3O6PTe", "method": "wB97M-V/def2-TZVPD", "species": ["Ir", "O", "N", "N", "O", "C", "C", "C", "C", "C", "C", "H", "H", "H", "H", "H", "C", "O", "P", "O", "C", "O", "C", "H", "H", "H", "H", "H", "H", "H", "H", "H", "C", "C", "C", "C", "C", "C", "Te", "N", "C", "O", "C", "C", "C", "C", "C", "C", "C", "C", "C", "C", "C", "C", "C", "C", "C", "C", "C", "C", "H", "H", "H", "H", "H", "H", "H", "H", "H", "H", "H", "H", "H", "H", "H", "H", "H", "H", "H", "H", "H", "H", "H", "H", "H", "H", "H"], "positions_angstrom": [[-0.671, 0.799, 2.377], [-2.182, -0.410, 2.283], [-2.722, 0.692, 2.509], [-2.909, 1.388, 0.849], [-1.819, 1.487, 0.336], [-4.079, 1.725, 0.243], [-5.257, 1.520, 0.990], [-6.463, 1.828, 0.405], [-6.486, 2.330, -0.896], [-5.312, 2.531, -1.633], [-4.097, 2.232, -1.075], [-5.191, 1.134, 1.998], [-7.386, 1.686, 0.948], [-7.439, 2.573, -1.349], [-5.369, 2.924, -2.639], [-3.168, 2.365, -1.612], [-1.544, -0.521, 6.566], [-1.438, -0.268, 5.135], [-0.261, 0.549, 4.514], [1.119, -0.117, 4.874], [1.593, -1.325, 4.249], [-0.217, 1.866, 5.361], [0.772, 2.898, 5.143], [-0.799, -1.258, 6.857], [-2.543, -0.912, 6.723], [-1.406, 0.405, 7.118], [2.657, -1.197, 4.072], [1.077, -1.497, 3.304], [1.420, -2.160, 4.923], [1.729, 2.571, 5.544], [0.416, 3.774, 5.674], [0.861, 3.113, 4.080], [4.046, -5.328, -2.886], [3.208, -4.246, -2.270], [2.547, -4.449, -1.064], [1.755, -3.466, -0.489], [1.056, -3.763, 0.814], [1.636, -2.245, -1.167], [0.313, -0.855, -0.324], [1.583, 0.652, -0.159], [1.844, 1.301, 0.922], [1.189, 1.295, 2.079], [3.038, 2.178, 0.919], [3.137, 3.241, 1.815], [4.251, 4.063, 1.793], [5.277, 3.814, 0.892], [5.186, 2.750, 0.004], [4.066, 1.937, 0.009], [-0.850, -0.329, -2.015], [-0.894, 0.919, -2.644], [-0.066, 2.119, -2.270], [-1.754, 1.057, -3.731], [-2.551, 0.023, -4.200], [-3.424, 0.203, -5.409], [-2.498, -1.195, -3.533], [-1.664, -1.397, -2.441], [-1.649, -2.764, -1.803], [2.299, -1.991, -2.375], [2.216, -0.684, -3.115], [3.079, -3.013, -2.899], [4.205, -6.153, -2.195], [5.017, -4.940, -3.192], [3.557, -5.723, -3.778], [2.657, -5.398, -0.552], [1.469, -4.664, 1.262], [-0.015, -3.932, 0.671], [1.177, -2.956, 1.539], [2.338, 3.427, 2.518], [4.322, 4.895, 2.479], [6.151, 4.452, 0.882], [5.991, 2.555, -0.692], [3.983, 1.108, -0.679], [0.299, 2.096, -1.249], [-0.645, 3.031, -2.416], [0.805, 2.189, -2.925], [-1.784, 2.018, -4.236], [-3.723, 1.242, -5.535], [-4.318, -0.417, -5.349], [-2.882, -0.091, -6.310], [-3.118, -2.017, -3.873], [-2.491, -3.354, -2.159], [-1.736, -2.725, -0.712], [-0.735, -3.308, -2.050], [2.122, 0.163, -2.435], [1.367, -0.678, -3.802], [3.117, -0.535, -3.707], [3.611, -2.834, -3.826]], "de_lowest_kcal_mol": 71.42, "multiplicity": 1, "energy_ev": -72081.8454, "e_lumo_ev": -7.81, "molar_mass_g_mol": 938.5, "charge": 2, "homo_lumo_gap_ev": 5.75}

***

{"formula": "C34H42AgAsNO9S3", "method": "wB97M-V/def2-TZVPD", "species": ["Ag", "O", "C", "C", "C", "C", "C", "C", "C", "C", "N", "H", "H", "H", "H", "H", "H", "H", "H", "H", "H", "H", "C", "S", "O", "O", "O", "H", "H", "H", "O", "S", "C", "C", "C", "C", "C", "C", "C", "C", "C", "C", "C", "C", "C", "C", "H", "H", "H", "H", "H", "H", "H", "H", "H", "H", "H", "H", "H", "H", "C", "As", "C", "C", "S", "H", "H", "H", "H", "H", "H", "H", "H", "H", "O", "C", "O", "C", "C", "C", "C", "O", "C", "O", "C", "C", "H", "H", "H", "H", "H"], "positions_angstrom": [[-0.189, 0.164, -0.245], [-0.009, 0.038, 3.140], [0.914, 1.072, 2.887], [2.368, 0.638, 3.059], [2.898, -0.330, 1.995], [3.226, 0.296, 0.669], [4.512, 0.217, 0.136], [4.768, 0.759, -1.111], [3.736, 1.380, -1.798], [2.490, 1.432, -1.193], [2.242, 0.905, 0.004], [0.090, -0.697, 2.500], [0.696, 1.853, 3.624], [0.767, 1.513, 1.893], [2.443, 0.145, 4.033], [3.006, 1.528, 3.099], [2.165, -1.125, 1.830], [3.806, -0.810, 2.373], [5.293, -0.279, 0.697], [5.760, 0.694, -1.542], [3.884, 1.816, -2.776], [1.645, 1.908, -1.679], [-1.715, 3.346, 1.327], [-1.897, 2.609, -0.298], [-2.330, 1.219, -0.034], [-2.910, 3.381, -0.996], [-0.566, 2.626, -0.896], [-2.600, 3.940, 1.541], [-0.831, 3.977, 1.323], [-1.599, 2.550, 2.058], [-0.456, -0.144, -2.775], [-1.367, -1.130, -3.427], [-1.274, -2.629, -2.435], [-2.097, -3.739, -3.007], [-1.510, -4.968, -3.292], [-2.265, -6.011, -3.807], [-3.619, -5.834, -4.051], [-4.213, -4.613, -3.762], [-3.460, -3.575, -3.238], [-0.444, -1.709, -4.890], [0.891, -2.297, -4.555], [1.882, -1.524, -3.955], [3.081, -2.103, -3.572], [3.316, -3.451, -3.802], [2.340, -4.224, -4.414], [1.132, -3.650, -4.777], [-1.657, -2.301, -1.465], [-0.223, -2.892, -2.315], [-0.458, -5.108, -3.082], [-1.794, -6.964, -4.010], [-4.212, -6.646, -4.453], [-5.273, -4.474, -3.931], [-3.931, -2.636, -2.976], [-0.364, -0.804, -5.495], [-1.082, -2.426, -5.410], [1.690, -0.481, -3.750], [3.828, -1.498, -3.072], [4.253, -3.899, -3.496], [2.514, -5.277, -4.598], [0.361, -4.258, -5.235], [-6.525, -1.063, 0.452], [-4.751, -0.289, 0.235], [-4.807, 1.146, 1.533], [-4.942, 0.576, -1.481], [-3.380, -1.837, 0.517], [-7.305, -0.341, 0.214], [-6.626, -1.395, 1.484], [-6.598, -1.931, -0.202], [-5.837, 1.266, 1.871], [-4.447, 2.060, 1.070], [-4.159, 0.877, 2.365], [-5.873, 1.143, -1.447], [-5.004, -0.187, -2.257], [-4.104, 1.244, -1.660], [0.105, -2.234, 1.676], [0.546, -2.605, 0.572], [0.912, -1.864, -0.378], [0.600, -4.099, 0.309], [1.420, -4.604, -0.690], [1.481, -5.972, -0.968], [0.661, -6.786, -0.227], [0.521, -8.156, -0.302], [-0.569, -8.464, 0.560], [-0.854, -7.325, 1.354], [-0.165, -6.285, 0.763], [-0.213, -4.950, 1.069], [2.016, -3.904, -1.262], [2.128, -6.372, -1.736], [-0.286, -9.295, 1.210], [-1.449, -8.715, -0.049], [-0.842, -4.541, 1.846]], "multiplicity": 1, "energy_ev": -153204.0117, "e_lumo_ev": 2.41, "molar_mass_g_mol": 887.7, "charge": -1, "homo_lumo_gap_ev": 7.69}

***

{"formula": "C34H42BrClLaN3O3PSSi", "method": "wB97M-V/def2-TZVPD", "species": ["La", "C", "N", "C", "C", "O", "C", "O", "C", "C", "O", "N", "C", "C", "H", "H", "H", "H", "H", "H", "H", "H", "H", "H", "H", "H", "H", "H", "H", "H", "C", "Si", "C", "C", "C", "C", "C", "C", "N", "C", "S", "H", "H", "H", "H", "H", "H", "H", "H", "H", "H", "H", "H", "Cl", "C", "C", "C", "C", "C", "C", "P", "C", "C", "C", "C", "C", "C", "C", "C", "C", "C", "C", "C", "H", "H", "H", "H", "H", "H", "H", "H", "H", "H", "H", "H", "H", "H", "Br"], "positions_angstrom": [[-0.352, -0.206, -0.507], [-1.944, -4.909, -3.623], [-2.163, -4.014, -2.500], [-3.180, -4.402, -1.539], [-1.477, -2.892, -2.322], [-1.660, -2.146, -1.350], [-0.402, -2.489, -3.332], [-0.110, -1.112, -3.185], [-0.934, -0.292, -3.995], [-0.752, 1.142, -3.529], [-0.133, 1.344, -2.470], [-1.299, 2.119, -4.240], [-1.251, 3.483, -3.746], [-1.977, 1.875, -5.500], [-2.276, -5.904, -3.329], [-0.888, -4.984, -3.870], [-2.515, -4.598, -4.499], [-2.907, -5.356, -1.086], [-4.138, -4.508, -2.047], [-3.255, -3.634, -0.774], [-0.684, -2.716, -4.365], [0.512, -3.045, -3.089], [-1.996, -0.551, -3.864], [-0.671, -0.416, -5.053], [-0.912, 3.471, -2.715], [-2.255, 3.903, -3.790], [-0.576, 4.083, -4.355], [-2.658, 1.030, -5.421], [-1.266, 1.709, -6.311], [-2.572, 2.754, -5.737], [1.825, -5.947, 0.298], [2.331, -4.948, 1.797], [4.003, -4.146, 1.570], [2.383, -6.092, 3.286], [1.023, -3.608, 2.168], [0.290, -3.654, 3.341], [-0.694, -2.709, 3.650], [-0.916, -1.709, 2.734], [-0.224, -1.635, 1.594], [0.709, -2.551, 1.287], [1.516, -2.421, -0.291], [2.466, -6.817, 0.189], [1.891, -5.353, -0.610], [0.801, -6.299, 0.407], [4.765, -4.923, 1.503], [4.252, -3.517, 2.423], [4.050, -3.537, 0.675], [3.141, -6.857, 3.126], [1.444, -6.612, 3.456], [2.652, -5.563, 4.197], [0.480, -4.444, 4.053], [-1.260, -2.765, 4.566], [-1.666, -0.942, 2.887], [2.509, 0.906, -0.550], [2.815, 2.452, 0.266], [4.135, 2.880, 0.224], [4.473, 4.043, 0.895], [3.504, 4.749, 1.600], [2.201, 4.296, 1.620], [1.815, 3.133, 0.940], [0.084, 2.558, 0.988], [-0.822, 3.965, 0.276], [-0.193, 4.878, -0.566], [-0.913, 5.908, -1.152], [-2.273, 6.035, -0.906], [-2.906, 5.126, -0.070], [-2.190, 4.099, 0.516], [-0.241, 2.588, 2.775], [0.313, 1.559, 3.530], [0.182, 1.560, 4.907], [-0.516, 2.578, 5.539], [-1.073, 3.604, 4.792], [-0.927, 3.615, 3.414], [4.871, 2.305, -0.315], [5.495, 4.389, 0.875], [3.769, 5.649, 2.136], [1.453, 4.849, 2.173], [0.868, 4.805, -0.774], [-0.407, 6.614, -1.794], [-2.835, 6.841, -1.355], [-3.966, 5.214, 0.127], [-2.703, 3.389, 1.151], [0.868, 0.762, 3.057], [0.621, 0.764, 5.493], [-0.618, 2.572, 6.613], [-1.616, 4.396, 5.283], [-1.358, 4.423, 2.838], [-2.990, 0.808, -0.706]], "de_lowest_kcal_mol": 0.44, "multiplicity": 1, "energy_ev": -157981.2824, "e_lumo_ev": -1.87, "molar_mass_g_mol": 886.1, "charge": 1, "homo_lumo_gap_ev": 8.07}

***

{"formula": "C34H42N4O3S4TeV", "method": "wB97M-V/def2-TZVPD", "species": ["V", "N", "C", "S", "N", "N", "C", "C", "C", "C", "C", "C", "N", "H", "H", "H", "H", "H", "H", "H", "O", "S", "C", "C", "C", "C", "S", "O", "C", "C", "C", "C", "C", "C", "C", "C", "C", "C", "C", "C", "H", "H", "H", "H", "H", "H", "H", "H", "H", "H", "H", "H", "H", "H", "H", "H", "H", "H", "C", "S", "C", "O", "H", "H", "H", "H", "H", "H", "C", "C", "C", "C", "C", "C", "Te", "C", "C", "C", "H", "H", "H", "H", "H", "H", "H", "H", "H", "H", "H"], "positions_angstrom": [[0.023, 0.309, 0.119], [-3.807, 1.027, 2.948], [-2.557, 1.340, 2.431], [-2.403, 2.796, 1.541], [-1.637, 0.456, 2.692], [-0.412, 0.665, 2.102], [0.548, 1.050, 2.850], [1.877, 1.044, 2.281], [2.995, 1.412, 3.017], [4.245, 1.297, 2.441], [4.346, 0.794, 1.155], [3.187, 0.449, 0.484], [1.967, 0.598, 1.009], [-4.419, 1.821, 3.025], [-3.784, 0.426, 3.759], [0.391, 1.339, 3.885], [2.871, 1.763, 4.033], [5.133, 1.571, 2.996], [5.304, 0.642, 0.681], [3.231, 0.003, -0.499], [0.216, 0.012, -2.059], [1.576, -0.178, -2.677], [2.290, 1.481, -2.950], [1.639, 2.398, -3.977], [0.241, 2.891, -3.585], [0.262, 3.960, -2.480], [-0.589, 3.495, -0.937], [0.230, 2.293, -0.524], [-2.133, 3.003, -1.706], [-2.600, 1.704, -1.665], [-3.812, 1.397, -2.266], [-4.557, 2.388, -2.886], [-4.091, 3.697, -2.903], [-2.876, 4.006, -2.312], [1.231, -0.649, -4.361], [-0.073, -0.617, -4.824], [-0.324, -0.983, -6.139], [0.719, -1.377, -6.966], [2.021, -1.419, -6.481], [2.282, -1.063, -5.167], [3.333, 1.274, -3.204], [2.268, 1.916, -1.947], [1.594, 1.893, -4.943], [2.305, 3.255, -4.116], [-0.364, 2.042, -3.267], [-0.248, 3.302, -4.469], [-0.155, 4.915, -2.800], [1.276, 4.158, -2.123], [-2.053, 0.925, -1.162], [-4.176, 0.378, -2.231], [-5.506, 2.146, -3.347], [-4.675, 4.480, -3.369], [-2.523, 5.031, -2.308], [-0.869, -0.320, -4.153], [-1.339, -0.966, -6.516], [0.518, -1.665, -7.989], [2.830, -1.745, -7.121], [3.290, -1.119, -4.770], [-1.518, -3.913, 0.312], [-1.579, -2.311, 1.111], [-3.362, -2.118, 1.201], [-1.172, -1.337, 0.010], [-2.190, -4.597, 0.832], [-0.491, -4.267, 0.349], [-1.833, -3.764, -0.722], [-3.768, -2.847, 1.901], [-3.787, -2.255, 0.205], [-3.542, -1.108, 1.567], [1.934, -8.818, -1.001], [1.989, -7.379, -0.557], [2.237, -6.352, -1.455], [2.291, -5.017, -1.057], [2.553, -3.969, -2.105], [2.099, -4.679, 0.295], [2.114, -2.640, 0.909], [1.858, -5.716, 1.215], [1.659, -5.448, 2.685], [1.803, -7.036, 0.776], [2.081, -8.901, -2.079], [0.972, -9.272, -0.757], [2.708, -9.412, -0.511], [2.389, -6.592, -2.503], [2.594, -4.419, -3.099], [3.496, -3.453, -1.908], [1.778, -3.200, -2.086], [2.318, -4.653, 3.032], [1.841, -6.352, 3.269], [0.636, -5.117, 2.893], [1.623, -7.823, 1.504]], "de_lowest_kcal_mol": 25.15, "multiplicity": 4, "energy_ev": -124363.7056, "e_lumo_ev": [0.05, -0.20], "molar_mass_g_mol": 861.5, "charge": 0, "homo_lumo_gap_ev": [5.64, 5.45]}

***

{"formula": "C34H43AlAsBN4O7P", "method": "wB97M-V/def2-TZVPD", "species": ["Al", "N", "C", "C", "O", "N", "C", "C", "O", "O", "H", "H", "H", "H", "H", "H", "C", "C", "C", "C", "C", "C", "C", "C", "O", "B", "O", "C", "C", "H", "H", "H", "H", "H", "H", "H", "H", "H", "H", "H", "H", "N", "C", "P", "O", "O", "C", "N", "H", "H", "H", "H", "H", "H", "H", "H", "H", "H", "C", "C", "C", "C", "C", "C", "As", "C", "C", "C", "C", "C", "C", "C", "C", "C", "C", "C", "C", "H", "H", "H", "H", "H", "H", "H", "H", "H", "H", "H", "H", "H", "H", "H"], "positions_angstrom": [[-0.239, 0.472, 0.208], [-0.419, 0.098, 2.313], [-1.312, 1.187, 2.817], [-2.461, 1.295, 1.818], [-3.605, 1.510, 2.161], [-1.994, 1.051, 0.563], [-2.906, 0.639, -0.447], [-1.945, -1.643, -0.592], [-2.139, -2.802, -0.915], [-0.780, -1.154, -0.320], [-0.919, -0.787, 2.368], [0.394, 0.005, 2.914], [-0.752, 2.126, 2.822], [-1.696, 0.997, 3.814], [-2.575, 0.981, -1.428], [-3.917, 0.974, -0.239], [5.629, 3.428, -4.996], [5.238, 1.991, -5.377], [5.309, 1.856, -6.897], [6.240, 1.008, -4.755], [3.835, 1.705, -4.830], [2.752, 1.369, -5.645], [1.468, 1.138, -5.135], [1.311, 1.267, -3.779], [0.170, 1.112, -3.006], [0.583, 1.232, -1.655], [1.947, 1.561, -1.655], [2.377, 1.560, -2.963], [3.636, 1.793, -3.445], [6.577, 3.698, -5.469], [5.748, 3.540, -3.915], [4.868, 4.138, -5.328], [6.329, 2.059, -7.226], [4.650, 2.569, -7.399], [5.049, 0.848, -7.228], [7.254, 1.244, -5.087], [6.012, -0.018, -5.056], [6.223, 1.050, -3.664], [2.900, 1.257, -6.711], [0.664, 0.802, -5.782], [4.449, 2.015, -2.763], [-1.824, 1.319, -4.983], [-2.636, 0.015, -5.052], [-2.058, -0.975, -3.558], [-0.970, -1.913, -4.145], [-3.029, -0.818, -0.530], [-3.511, -2.218, -3.540], [-2.767, -3.492, -3.308], [-2.393, 2.085, -4.631], [-1.441, 1.602, -5.882], [-1.051, 1.213, -4.319], [-2.354, -0.517, -5.958], [-3.693, 0.275, -5.066], [-4.034, -2.272, -4.493], [-4.206, -2.034, -2.726], [-3.210, -4.320, -3.686], [-2.584, -3.573, -2.296], [-1.814, -3.288, -3.752], [2.217, 5.779, 1.875], [3.209, 5.029, 2.497], [3.279, 3.659, 2.292], [2.358, 3.027, 1.455], [1.368, 3.786, 0.834], [1.297, 5.158, 1.045], [2.396, 1.102, 1.193], [2.858, 0.532, 2.999], [2.253, 1.133, 4.105], [2.510, 0.664, 5.387], [3.369, -0.412, 5.575], [3.971, -1.013, 4.479], [3.715, -0.546, 3.196], [4.057, 0.797, 0.257], [4.281, -0.476, -0.263], [5.437, -0.741, -0.984], [6.365, 0.270, -1.200], [6.133, 1.543, -0.698], [4.978, 1.812, 0.028], [2.163, 6.848, 2.041], [3.926, 5.510, 3.150], [4.047, 3.081, 2.791], [0.645, 3.314, 0.181], [0.522, 5.739, 0.560], [1.600, 1.989, 3.976], [2.046, 1.147, 6.238], [3.573, -0.776, 6.575], [4.645, -1.849, 4.621], [4.203, -1.017, 2.352], [3.546, -1.261, -0.125], [5.607, -1.732, -1.386], [7.267, 0.066, -1.764], [6.851, 2.335, -0.873], [4.798, 2.811, 0.399]], "multiplicity": 1, "energy_ev": -133649.9543, "e_lumo_ev": -2.32, "molar_mass_g_mol": 763.4, "charge": 1, "homo_lumo_gap_ev": 7.81}